1.
Formula: C40H40F12N4O16
Source: the OMol25 dataset
Level of theory: ωB97M-V/def2-TZVPD

Calculated total energy: -4169.1388 Eh
Gap between HOMO and LUMO: 8.87 eV
E_HOMO: -0.3621 Ha
Charge: 0
SMILES: O=[N+]([O-])c1ccccc1.O=[N+]([O-])c1ccccc1.O=[N+]([O-])c1ccccc1.O=[N+]([O-])c1ccccc1.CCOC(=O)C(F)(F)F.CCOC(=O)C(F)(F)F.CCOC(=O)C(F)(F)F.CCOC(=O)C(F)(F)F

```
112
C40H40F12N4O16 | the OMol25 dataset | ωB97M-V/def2-TZVPD
F 7.3369 16.1222 14.9824
F 15.6669 7.1678 18.6391
F 17.0587 8.4741 17.7474
F 12.8385 16.2902 18.6901
F 8.8530 16.3796 13.4487
F 14.0131 14.8576 19.8126
F 11.4418 15.0570 12.8780
F 8.8965 14.5762 14.7177
F 16.9455 6.4973 17.0088
F 13.1461 15.8973 13.8751
F 11.6386 14.8584 15.0183
F 11.9531 15.1327 20.2431
O 20.1115 12.7537 11.7313
O 13.9575 8.0513 16.9616
O 18.1294 12.2607 11.1136
O 13.1614 13.9748 17.2537
O 9.1905 16.5263 16.9136
O 13.7423 18.2462 9.4399
O 17.1499 9.0145 7.4289
O 12.1375 18.6047 8.1069
O 19.5138 18.1862 17.4731
O 15.5351 8.0303 15.3182
O 10.4047 17.4053 15.2467
O 18.5614 16.7472 18.7186
O 14.1683 13.5756 13.1129
O 11.3924 13.3625 18.4862
O 18.9974 8.5943 8.4128
O 12.3526 12.5308 13.9099
N 12.7613 17.8523 8.8031
N 18.7276 17.3252 17.7035
N 19.0358 13.0754 11.2821
N 17.8104 8.9013 8.4299
C 16.1878 7.4746 17.5056
C 17.8054 16.4630 14.1419
C 14.7629 12.2275 12.8799
C 9.4627 16.6711 15.7795
C 19.8028 15.3433 10.7015
C 11.2420 14.7161 7.7502
C 12.9522 13.5225 13.6521
C 13.1282 8.7026 15.9185
C 12.8157 15.0688 19.3102
C 15.6356 8.7994 12.0144
C 17.8010 8.6803 10.9664
C 17.1477 16.1283 10.3023
C 10.9436 12.4179 17.4020
C 12.5396 14.2520 9.7288
C 11.5742 16.0694 7.8324
C 19.4775 16.6124 10.3635
C 16.7214 16.3070 16.7488
C 11.1547 18.1396 16.2558
C 14.9953 9.0232 10.8358
C 15.7607 9.0610 9.6300
C 18.7291 14.4454 10.8654
C 15.6557 12.0614 14.0590
C 12.3997 16.4905 8.8351
C 8.6335 15.9316 14.6879
C 16.5324 15.9239 14.3703
C 18.0000 16.8383 16.5341
C 11.7129 13.8021 8.7066
C 16.0403 15.8003 15.6675
C 15.1976 7.8735 16.4498
C 9.4993 12.5911 17.1650
C 18.5894 16.9199 15.2120
C 18.1595 17.0424 10.1716
C 12.1954 19.0171 15.5821
C 12.4879 14.0207 18.2548
C 12.9488 15.5513 9.7700
C 17.0006 8.5322 12.0872
C 17.4336 14.8328 10.7092
C 17.1306 8.9429 9.7299
C 12.2903 14.8551 13.8701
C 12.5316 7.7248 14.9625
H 13.6906 9.5167 15.4613
H 11.1655 11.3888 17.7582
H 15.2177 9.3002 8.7526
H 13.9177 9.1552 10.8156
H 12.3285 9.1597 16.5465
H 11.4103 12.7550 8.6439
H 18.1262 16.6064 13.1189
H 14.9884 12.1172 14.9488
H 18.8566 8.5373 10.9600
H 14.0135 11.4639 12.8212
H 20.2776 17.3214 10.2886
H 8.8301 12.3019 17.9653
H 11.9427 8.1967 14.2027
H 19.5507 17.3575 14.9934
H 11.5856 17.4648 16.9761
H 9.2844 13.6508 16.9512
H 16.3849 12.9238 14.0852
H 20.8304 15.0555 10.7813
H 13.4946 15.9313 10.5998
H 11.8178 7.0869 15.5165
H 11.6720 19.7908 15.0523
H 10.4368 14.4385 7.0843
H 13.2519 7.0590 14.4979
H 12.8516 19.3919 16.3820
H 17.4516 8.2106 13.0177
H 16.0145 15.6175 13.4682
H 16.2878 11.1966 14.1256
H 11.5106 12.7183 16.5445
H 10.5090 18.7692 16.8407
H 15.3724 12.3142 11.9526
H 15.0191 8.7226 12.9237
H 12.8897 13.5731 10.4998
H 16.1403 16.4208 10.0272
H 11.1750 16.7861 7.1576
H 17.9353 18.0605 9.8906
H 15.0421 15.3348 15.8788
H 12.7563 18.3966 14.9216
H 16.5782 14.1723 10.8610
H 16.1825 16.1106 17.6819
H 9.2680 11.9752 16.3058
```

---

2.
Formula: C40H41KN10O2SeSi
Source: the OMol25 dataset
Level of theory: ωB97M-V/def2-TZVPD

Calculated total energy: -5537.7733 Eh
Energy relative to the best compared isomer or geometry (same formula, charge and spin): 1.773 eV
Gap between HOMO and LUMO: 5.11 eV
E_HOMO: -0.0448 Ha
Charge: -2

```
96
C40H41KN10O2SeSi | the OMol25 dataset | ωB97M-V/def2-TZVPD
Se 3.0768 -4.4585 -0.8867
K -0.1910 -0.2373 -0.4233
Si 5.1230 1.8141 0.1163
O -1.1833 -2.3215 -0.3162
O 0.2533 1.4385 -1.8250
N 1.8181 0.2028 2.3311
N 0.3610 -4.9109 -0.3076
N -2.1971 7.0657 6.3660
N -0.3218 0.0925 -3.6230
N 0.7001 -4.5100 -2.4177
N -0.2796 1.8813 1.8579
N -2.4095 1.3669 -0.0661
N -0.8836 -0.7850 -2.7267
N -2.4980 3.4876 -1.8537
N 2.0487 -0.6356 4.9991
C -0.8337 -5.0572 -0.9530
C 0.1462 2.2346 -5.3527
C 0.5064 -4.8499 1.1157
C -1.8839 2.5479 0.2429
C -1.0657 3.9170 3.6557
C -1.3756 6.0793 6.7240
C 2.6902 0.7679 1.5170
C 2.0158 -1.1555 2.6514
C -1.9489 3.6101 -0.6590
C 0.1652 1.1752 -3.0521
C 1.2955 -4.5614 -1.2117
C -1.2504 2.7238 1.5615
C -2.6345 7.0228 5.1088
C -2.9545 2.2847 -2.1751
C 1.5569 0.5491 4.6883
C -2.9243 1.2295 -1.2757
C -1.8350 -1.5485 -3.1371
C 0.5487 2.2438 -4.0201
C -3.4079 -3.1422 -0.0228
C 2.1494 -1.5079 3.9403
C 5.5860 0.9925 -1.5461
C 3.5032 1.2656 0.7586
C -1.4449 4.9907 4.5680
C -1.6961 3.7377 2.3994
C 1.2171 3.3631 -3.5292
C -2.2981 6.0488 4.1942
C -2.2879 -2.5387 -0.8892
C 0.3069 1.9853 3.0748
C 0.3826 3.3289 -6.1634
C -2.2622 -1.5706 -4.5968
C -0.0571 3.0176 3.9658
C -0.9862 5.0512 5.8978
C -2.5959 -2.3229 -2.2172
C -0.6282 -4.8051 -2.2624
C 1.2540 0.9866 3.4062
C 6.5264 1.3571 1.3599
C 5.2375 3.7202 -0.0660
C 1.2921 -4.0212 -3.6291
C 1.0335 4.4462 -5.6602
C 1.4577 4.4550 -4.3388
H -0.3267 4.2932 6.2876
H 1.5555 -4.6655 1.3487
H 1.9724 5.3229 -3.9400
H -1.7313 -5.2911 -0.4211
H 0.9965 -2.9816 -3.7863
H 4.9240 1.3232 -2.3405
H -3.9359 -3.9588 -0.5169
H -4.1313 -2.3611 0.2142
H -2.9854 -0.7807 -4.8014
H 2.3779 -4.0815 -3.5421
H -3.2960 7.8392 4.8308
H 0.1840 -5.7859 1.5795
H -1.3157 -4.7785 -3.0812
H 4.6145 4.0719 -0.8822
H -3.3758 2.1807 -3.1675
H 2.3302 -2.5362 4.2250
H -2.5313 4.3469 2.0902
H 1.5106 3.3504 -2.4895
H 1.3061 1.1773 5.5384
H 6.6092 1.2209 -1.8433
H 2.1106 -1.8357 1.8150
H -2.7089 -2.5310 -4.8533
H 6.6194 0.2788 1.4594
H -2.6863 6.1235 3.1895
H 6.3117 1.7593 2.3471
H -0.3745 1.3682 -5.7309
H -3.3334 0.2579 -1.5185
H -3.5528 -2.6775 -2.5862
H 7.4920 1.7479 1.0450
H 6.2583 4.0487 -0.2581
H 0.4954 3.1012 4.8877
H 4.8994 4.2104 0.8430
H -1.0146 6.1308 7.7460
H 0.0515 3.3224 -7.1971
H -1.3854 -1.3903 -5.2171
H 5.4953 -0.0879 -1.4743
H -2.9693 -3.4958 0.9086
H -1.5483 4.5828 -0.4042
H 1.2089 5.3083 -6.2950
H -0.0948 -4.0195 1.4898
H 0.9525 -4.6251 -4.4726
```

---

3.
Formula: C40H42AsCl5MnN4PS2
Source: the OMol25 dataset
Level of theory: ωB97M-V/def2-TZVPD

2S+1: 6
Calculated total energy: -8593.8125 Eh
Energy relative to the best compared isomer or geometry (same formula, charge and spin): 0.485 eV
Gap between HOMO and LUMO (spin up / spin down): 8.03 / 8.48 eV
E_HOMO (spin up / spin down): -0.3644 / -0.3932 Ha
Charge: +1

```
96
C40H42AsCl5MnN4PS2 | the OMol25 dataset | ωB97M-V/def2-TZVPD
As 6.6568 -0.1799 -0.0609
Mn 0.0447 -0.0775 -0.4131
Cl -0.8822 1.1638 5.4036
Cl -2.9340 -1.1776 5.3443
Cl 0.6262 1.9923 2.7779
Cl -1.8159 -1.8815 0.0592
Cl -3.4668 -2.7186 2.6569
S -1.4546 2.4033 -0.5906
S 0.6040 0.2085 -2.8873
P 2.2301 -1.2871 0.4482
N -3.6894 1.1672 -0.0418
N -2.8483 0.8605 -2.2222
N 3.0431 1.3566 -2.7515
N 1.3943 2.7755 -2.5301
C 1.7196 1.4984 -2.7041
C -0.7309 0.0278 1.5646
C 3.0440 -3.9925 0.3256
C 3.1396 -5.2295 -1.7356
C 3.8089 -0.3878 0.2538
C 5.0421 -1.3979 -3.7949
C 5.0722 -1.1286 0.6651
C 2.5825 3.5825 -2.2392
C 2.5894 -0.8282 3.1795
C -4.7193 0.1346 0.0749
C -3.9703 0.2852 -2.9631
C -0.5274 0.6953 2.7585
C -2.7886 1.3974 -0.9989
C -2.1185 -0.7119 3.9063
C -1.1941 0.3414 3.9291
C 9.7359 -3.7738 -0.1961
C 2.2611 -0.9912 4.5191
C 3.7234 2.6498 -2.6871
C 8.9362 -1.6642 -1.0258
C 1.0838 -2.6118 2.5978
C 5.9884 0.9407 -2.6472
C 8.6946 -3.8051 0.7180
C 2.5469 -2.8828 -0.3581
C 5.5745 -1.4189 -2.5144
C 2.3528 -2.9588 -1.7359
C 0.7630 -2.7762 3.9344
C -2.3638 -1.4057 2.7217
C -6.1313 0.6877 -0.0291
C 1.3478 -1.9621 4.8974
C 2.6528 -4.1274 -2.4220
C 2.0034 -1.6357 2.2090
C 5.4691 0.9635 -3.9383
C -3.7770 -1.1946 -3.2518
C 7.7695 -2.7695 0.7571
C 6.0415 -0.2473 -1.9228
C 9.8553 -2.7008 -1.0691
C 3.3335 -5.1610 -0.3616
C 7.8808 -1.6937 -0.1178
C -1.6485 -0.9911 1.6117
C 4.9838 -0.2059 -4.5084
H 4.5480 2.6223 -1.9784
H 3.2902 -0.0517 2.8997
H 10.4556 -4.5811 -0.2277
H -3.7027 -1.7728 -2.3295
H 4.5802 -0.1942 -5.5127
H 0.4643 2.9870 -2.1671
H -4.5798 -0.3367 1.0504
H 5.6226 -2.3563 -1.9697
H 1.0854 -2.0833 5.9403
H 0.0485 -3.5359 4.2263
H -6.3198 1.4122 0.7633
H -4.0524 0.8419 -3.8984
H 4.6792 -2.3153 -4.2411
H 3.8352 -0.1984 -0.8247
H -4.6135 -1.5805 -3.8341
H 3.7153 -6.0189 0.1762
H -4.8915 0.4706 -2.4210
H 2.6332 3.8145 -1.1739
H 5.0566 -2.1404 0.2572
H 10.6681 -2.6698 -1.7831
H 2.7139 -0.3501 5.2639
H -2.0170 1.0503 -2.7662
H 3.4794 0.5106 -3.0893
H 3.3648 -6.1441 -2.2682
H -2.8637 -1.3585 -3.8258
H 4.1107 2.9274 -3.6687
H 2.4976 -4.1760 -3.4922
H 5.1623 -1.2032 1.7490
H 9.0413 -0.8310 -1.7122
H 3.7155 0.5923 0.7303
H 0.6109 -3.2430 1.8527
H -3.4976 1.6997 0.7939
H -4.5255 -0.6436 -0.6578
H 5.4563 1.8879 -4.5033
H 1.9737 -2.1013 -2.2806
H 3.2068 -3.9439 1.3950
H -6.3045 1.1882 -0.9822
H -6.8568 -0.1191 0.0746
H 6.9641 -2.8133 1.4799
H 6.3752 1.8534 -2.2062
H 2.5689 4.5121 -2.8022
H 8.5997 -4.6364 1.4047
```